C47H47N9O3RbS4 as an isolated structure, computed with ωB97M-V/def2-TZVPD.

Properties
HOMO level: -2.2827 eV
gap between HOMO and LUMO: 3.8016 eV
energy above the lowest of the compared OMol25 structures with the same formula, charge and spin: 0.586 eV
E_tot: -4154.7173 a.u.

```
! RIJCOSX wB97M-V def2-TZVPD def2/J DEFGRID3
* xyz -1 1
Rb -0.3178 -0.2953 -0.7247
O -2.5681 -3.6617 -3.5258
C -2.0006 -3.0694 -2.6236
N -1.3399 -1.8750 -2.8934
C -1.9075 -0.7285 -3.0636
O -3.0582 -0.3451 -2.6687
C -1.0964 0.2720 -3.8695
C -1.5942 0.6226 -5.1273
C -0.9226 1.5661 -5.8769
C 0.2289 2.1456 -5.3528
C 0.6628 1.7186 -4.1145
N 0.0280 0.7975 -3.3825
C -1.9458 -3.6575 -1.2139
C -2.8010 -4.7276 -0.9748
C -2.6385 -5.4186 0.2603
C -1.8298 -4.9351 1.2303
C -1.2003 -3.5792 1.0549
N -1.1032 -3.1263 -0.3299
H -2.4957 0.1404 -5.4863
H -1.2851 1.8486 -6.8589
H 0.7795 2.9024 -5.8964
H 1.5698 2.1285 -3.6763
H -3.4336 -5.0939 -1.7666
H -3.1373 -6.3749 0.4042
H -1.6320 -5.4860 2.1460
H -0.1773 -3.5970 1.4741
C 1.0538 2.0793 3.2252
C 0.3112 3.3841 2.9646
S -0.4298 3.4455 1.3099
C -2.1038 4.0286 1.6847
C -2.9244 3.1694 2.6403
S -3.0354 1.4243 2.1411
C -2.6638 0.6212 3.7172
C -1.2637 0.8335 4.3026
S 0.0914 0.5444 3.1257
H 1.5457 2.1245 4.1986
H 1.8188 1.9284 2.4579
H 1.0189 4.2093 3.0553
H -0.4746 3.5463 3.7003
H -2.5699 4.0604 0.6999
H -2.0403 5.0483 2.0697
H -3.9352 3.5742 2.6901
H -2.5110 3.1955 3.6490
H -2.8200 -0.4363 3.5110
H -3.4094 0.9270 4.4525
H -1.1360 0.1306 5.1266
H -1.1449 1.8410 4.7025
C 14.6264 0.9527 -0.0191
O 13.7277 1.9766 -0.4115
C 12.4097 1.6950 -0.3304
C 11.8970 0.5084 0.1689
C 10.5186 0.3210 0.2066
C 9.6420 1.2949 -0.2429
C 10.1795 2.4849 -0.7407
C 11.5414 2.6848 -0.7839
C 8.1822 1.1247 -0.2123
N 7.3120 2.0337 -0.5663
C 6.0782 1.4572 -0.3782
C 6.2068 0.1797 0.0988
N 7.5614 -0.0205 0.2019
C 5.0993 -0.6799 0.3833
C 5.1971 -2.0012 0.8460
C 4.0553 -2.7287 1.0559
C 2.8217 -2.1195 0.7988
N 2.7113 -0.8751 0.3772
C 3.8190 -0.1490 0.1645
C 3.6570 1.2256 -0.3288
N 2.4043 1.6763 -0.5040
C 2.2265 2.8999 -0.9663
C 3.2871 3.7622 -1.2804
C 4.5704 3.3190 -1.0988
C 4.7786 2.0215 -0.6107
H 15.6241 1.3326 -0.2106
H 14.4722 0.0403 -0.5999
H 14.5304 0.7199 1.0439
H 12.5475 -0.2738 0.5348
H 10.1455 -0.6170 0.6033
H 9.4958 3.2461 -1.0968
H 11.9663 3.6048 -1.1675
H 8.0132 -0.8642 0.5006
H 6.1717 -2.4419 1.0266
H 4.0921 -3.7518 1.4053
H 1.8938 -2.6729 0.9301
H 1.1955 3.2196 -1.1005
H 3.0831 4.7577 -1.6537
H 5.4318 3.9371 -1.3251
C -1.9339 -2.4382 1.8817
C -2.2815 -2.8295 3.2839
C -3.4983 -3.4459 3.5809
C -3.7966 -3.8510 4.8771
C -2.8807 -3.6546 5.9057
C -1.6617 -3.0494 5.6236
C -1.3684 -2.6446 4.3253
H -2.8272 -2.1757 1.3094
H -1.2578 -1.5755 1.9006
H -4.2129 -3.6049 2.7798
H -4.7493 -4.3269 5.0861
H -3.1160 -3.9700 6.9165
H -0.9365 -2.8935 6.4169
H -0.4128 -2.1693 4.1075
C -4.7187 2.1039 -4.2573
N -3.7314 2.2007 -3.1979
C -2.9222 3.2384 -3.0673
N -3.0802 4.2481 -3.9895
S -1.8009 3.3946 -1.8161
H -5.3210 1.2175 -4.0742
H -4.2635 2.0005 -5.2520
H -5.3656 2.9833 -4.2650
H -3.4630 1.2957 -2.7633
H -3.3176 3.9813 -4.9334
H -2.3609 4.9450 -3.9135
*
```

These are the Mulliken partial charges, in e, on atoms 1 to 99: 0.561 -0.709 -0.058 -0.097 -0.497 -0.995 0.800 -0.577 -0.529 -0.788 -0.041 0.260 0.635 -1.089 -0.362 -1.100 0.633 -0.127 0.593 0.464 0.397 0.301 0.427 0.373 0.462 -0.288 -0.621 -1.084 0.336 -0.745 -0.877 -0.037 0.005 -1.337 0.151 0.501 0.079 0.564 0.381 0.174 0.357 0.544 0.372 -0.467 0.630 0.588 0.560 -0.855 -0.474 1.023 -0.633 -0.770 0.256 -0.522 -0.558 0.258 -0.832 0.747 0.146 -0.134 0.328 -0.734 -0.834 -0.136 0.251 -0.050 -0.139 0.257 -0.683 -0.909 -0.713 0.745 0.244 0.346 0.336 0.381 0.227 0.484 0.411 0.168 0.364 0.474 0.244 0.353 0.503 0.528 0.287 -0.047 -0.138 -0.701 -0.419 -0.744 0.104 0.449 -0.720 0.392 0.356 0.362 0.393


C47H48F4LaN8O8PTe as an isolated structure at a distorted geometry, computed with ωB97M-V/def2-TZVPD.

Properties
HOMO level (alpha / beta): -9.9623 / -10.7105 eV
gap between HOMO and LUMO (alpha / beta): 6.0226 / 6.1674 eV
energy above the lowest of the compared OMol25 structures with the same formula, charge and spin: 0.835 eV
E_tot: -3899.6020 a.u.

```
! RIJCOSX wB97M-V def2-TZVPD def2/J DEFGRID3
* xyz 1 2
La 1.5957 0.7336 1.6886
O -3.5258 2.2748 8.1332
N -2.4642 1.7064 8.0134
O -1.8918 1.1089 8.8650
C -1.9274 1.6962 6.6636
C -2.5953 2.2190 5.5187
C -2.0128 2.2002 4.2464
C -0.7411 1.6350 4.0454
O -0.2914 1.5739 2.8121
C -0.0511 1.1991 5.2487
C -0.6888 1.1740 6.5016
N 1.1151 0.4459 5.1255
O 1.3165 -0.3871 5.9537
O 1.8747 0.6117 4.1311
N -2.7801 2.7634 3.1362
O -3.9335 2.4291 3.0056
O -2.2613 3.5928 2.4326
H -3.5483 2.7548 5.7767
H -0.0883 0.7581 7.3132
C 6.7987 -0.3966 0.2345
C 5.3673 0.2097 0.0742
C 4.4354 -0.8456 -0.5580
P 4.8419 1.1693 1.5472
C 5.5287 2.9262 1.2526
C 4.4156 3.6139 0.3621
C 6.8560 3.0321 0.4208
C 5.5187 0.5128 3.0919
C 7.1083 0.6959 3.2368
C 4.9872 -0.9118 3.3766
H 7.1865 -0.7637 -0.7186
H 6.7756 -1.2074 0.9623
H 7.5356 0.2837 0.6306
H 5.4947 1.0404 -0.6311
H 4.0808 -1.6745 0.1426
H 4.9983 -1.3343 -1.3587
H 3.5684 -0.3233 -0.9491
H 5.6057 3.4188 2.1868
H 4.3189 3.0784 -0.5677
H 4.7693 4.6234 0.0898
H 3.4575 3.6822 0.8350
H 6.8110 2.3813 -0.4441
H 7.7601 2.6987 0.8755
H 6.9873 4.1062 0.0743
H 5.0994 1.2560 3.8525
H 7.7081 -0.0445 2.6890
H 7.3043 0.6463 4.3237
H 7.3586 1.7021 3.0555
H 5.9027 -1.4977 3.5152
H 4.4358 -1.2698 2.5329
H 4.2770 -0.9949 4.2800
F 0.0608 -3.5374 -0.6486
C -1.2053 -3.9418 -0.3695
C -1.8511 -4.8370 -1.1373
F -1.2531 -5.4164 -2.1919
C -3.2571 -5.2280 -0.9131
C -3.8000 -4.7286 0.2920
C -3.0096 -3.8942 1.1700
F -3.6793 -3.4855 2.2675
C -1.7248 -3.4968 0.8793
C -1.0538 -2.5349 1.7164
C 0.2570 -2.1732 1.6466
N 1.3616 -1.8186 1.5317
C -1.7274 -1.9640 2.8943
N -2.1801 -1.3806 3.7826
F -5.0960 -5.0259 0.5045
C -3.9223 -6.0350 -1.7932
C -5.2386 -6.6228 -1.5499
N -6.2847 -7.0634 -1.4341
C -3.6395 -5.9581 -3.1950
N -3.4758 -6.0079 -4.3369
C -0.7282 3.1965 -0.9795
C 0.1416 2.1122 -0.4617
O 1.1694 2.5272 0.1840
N -0.0617 0.8241 -0.3670
Te -1.3852 -0.2706 -1.4038
C -3.0305 0.9760 -1.5507
C -3.8483 0.9699 -0.4263
C -3.3989 0.2604 0.8477
C -5.1186 1.5129 -0.5547
C -5.5137 2.1156 -1.7652
C -6.8683 2.6434 -1.9346
C -4.6502 2.2460 -2.7880
C -3.3703 1.6711 -2.7069
C -2.5179 2.0564 -3.9056
C -0.9405 -0.6928 -3.5040
C -1.7823 -1.7797 -3.9228
C -2.9441 -2.2912 -3.1696
C -1.4333 -2.3807 -5.1485
C -0.3502 -1.9908 -5.9225
C -0.0579 -2.5552 -7.3505
C 0.4388 -0.9190 -5.4482
C 0.1293 -0.2164 -4.2546
C 1.0539 0.8192 -3.7180
H -0.0967 3.9132 -1.5005
H -1.0541 3.7330 -0.0606
H -1.5373 2.8472 -1.5694
H -2.4092 0.4590 1.1553
H -3.5530 -0.8007 0.7907
H -4.1400 0.5699 1.6326
H -5.8427 1.6070 0.2930
H -7.0086 3.5423 -1.2764
H -7.6452 2.0086 -1.5413
H -7.0274 2.8655 -2.9880
H -5.0283 2.7027 -3.6738
H -1.7569 1.3652 -4.1049
H -2.0009 3.0975 -3.7686
H -3.1219 2.1265 -4.8187
H -3.6378 -1.4819 -3.0505
H -2.6607 -2.6617 -2.1551
H -3.3756 -3.1070 -3.7196
H -2.0544 -3.2034 -5.5369
H 0.9905 -2.7386 -7.4849
H -0.3409 -1.8302 -8.1292
H -0.5293 -3.5340 -7.5064
H 1.2680 -0.6637 -6.0828
H 0.5458 1.6605 -3.4009
H 1.7585 1.0450 -4.4968
H 1.6503 0.4905 -2.8972
*
```

These are the Mulliken partial charges, in e, on atoms 1 to 99: 1.848 -0.621 1.023 -0.589 -0.797 -0.290 -0.185 1.032 -0.303 -0.660 -0.220 0.904 -0.522 -0.582 1.126 -0.582 -0.595 0.490 0.593 -1.733 0.731 -0.841 -0.253 0.152 -1.420 -1.368 0.738 -1.665 -1.212 0.471 0.371 0.307 0.146 0.168 0.515 -0.217 0.624 0.307 0.499 0.217 0.304 0.320 0.383 0.398 0.315 0.469 0.423 0.445 0.291 0.080 -0.490 -0.298 0.391 -0.391 0.613 0.404 0.316 -0.409 0.580 1.134 0.444 -0.810 -0.808 -0.580 -0.305 0.458 -0.025 -0.445 0.107 -0.520 -0.787 1.259 -0.720 0.282 0.003 0.927 0.378 -1.553 -1.058 0.944 -1.655 -1.063 0.824 -1.211 0.120 0.953 -2.040 -1.094 0.186 -1.613 -0.819 1.887 -1.426 0.379 0.275 -0.081 -0.095 0.460 0.436